1.
Formula: BrO4P
Source: the Open Molecules 2025 dataset
Level of theory: ωB97M-V/def2-TZVPD

The geometry in ORCA input format:
```
! RIJCOSX wB97M-V def2-TZVPD def2/J DEFGRID3
* xyz -2 1
O -0.065 1.688 -0.377
P -0.320 0.221 -0.607
O 0.717 -0.531 -1.399
O -1.749 -0.220 -0.749
O -0.073 -0.494 1.209
Br 1.489 -0.664 1.924
*
```

For the orbital gap, the calculation gives 5.5 eV. For the HOMO energy, the calculation gives 0.36 eV. Its structure (SMILES) is O=P([O-])([O-])OBr.

2.
Formula: C2H7NS2
Source: the Open Molecules 2025 dataset
Level of theory: ωB97M-V/def2-TZVPD

The geometry in ORCA input format:
```
! RIJCOSX wB97M-V def2-TZVPD def2/J DEFGRID3
* xyz 0 1
H 1.098 1.869 -0.578
H 2.758 1.507 -0.054
S 2.667 -1.794 -0.765
S 1.847 -0.045 -1.649
H 1.609 -2.631 -0.918
C -2.313 0.124 0.747
N -2.949 -0.847 0.249
H -3.905 -0.865 0.629
H -1.330 0.396 0.373
H -2.537 0.691 1.646
C 1.779 1.072 -0.255
H 1.275 0.521 0.574
*
```

For the orbital gap, the calculation gives 9.3 eV. For the HOMO energy, the calculation gives -8.85 eV. Its structure (SMILES) is C=N.CSS. Its energy above the lowest of the compared OMol25 structures with the same formula, charge and spin is 26.94 kcal per mole.

3.
Formula: C34H34N3O4P2ReS
Source: the Open Molecules 2025 dataset
Level of theory: ωB97M-V/def2-TZVPD

The geometry in ORCA input format:
```
! RIJCOSX wB97M-V def2-TZVPD def2/J DEFGRID3
* xyz 3 4
H -3.068 2.386 2.838
H 5.317 1.888 3.067
C -1.677 1.800 -2.348
C 3.620 1.454 1.842
C -2.632 -1.970 -1.527
H -2.928 1.316 0.773
C 1.065 3.336 -1.260
H 2.463 -0.583 -1.742
H 1.377 -1.955 -1.426
C -1.853 1.234 -1.089
C -3.481 2.935 -0.541
O 0.767 -2.116 4.591
C 2.690 3.986 -2.909
C -1.855 -0.778 5.480
H -3.913 -3.421 -2.422
C 3.307 -0.874 1.231
H 2.755 -1.638 0.706
C -2.485 -4.333 -1.103
N 0.719 -0.076 -0.756
H -0.273 -0.934 -3.049
H 4.733 -2.230 2.074
H -4.196 3.367 0.142
C 4.417 -1.201 1.994
C 0.808 -0.770 -3.132
C 5.134 -0.211 2.655
H 0.099 3.463 -0.785
H 0.986 0.238 -3.510
O 0.507 -0.985 2.688
C -2.719 0.761 4.149
C 1.418 -0.903 -1.730
H -3.603 0.250 6.014
O -2.698 -1.527 7.505
C -1.449 -4.123 -0.198
H 0.815 -4.034 -5.977
O -0.721 -2.352 6.910
H -4.519 1.434 3.236
P -0.921 -0.135 -0.340
C 0.158 -1.335 3.898
N -1.637 0.294 3.524
C 1.446 4.151 -2.314
C -1.083 -0.665 4.352
C 3.576 3.030 -2.436
H -2.244 3.395 -3.652
H -3.846 2.534 4.426
H 4.558 2.924 -2.874
H 3.286 2.483 1.796
H -1.016 -4.956 0.336
C -3.585 1.838 3.630
C -3.269 3.523 -1.781
C 2.913 0.460 1.150
H 3.898 1.470 -1.002
H -0.031 -2.356 6.202
H 1.273 -2.804 -3.731
H 2.480 -1.594 -4.226
N -2.875 0.120 5.317
C -2.385 2.946 -2.681
H 5.988 -0.481 3.257
C 3.208 2.209 -1.385
P 1.410 1.084 0.366
H -3.095 -1.125 -2.018
H -0.498 -3.334 -6.944
H -2.845 -5.337 -1.287
H -3.787 4.434 -2.043
H -0.202 -2.651 0.761
C 1.946 2.359 -0.808
C -0.988 -2.841 0.039
C -2.766 1.804 -0.191
Re -0.451 0.633 1.870
C 0.006 -3.304 -5.982
C -1.566 -1.773 -0.652
C 1.414 -1.790 -4.097
H 0.774 4.918 -2.669
S 0.663 -1.654 -5.757
H -1.001 1.367 -3.069
C -3.081 -3.260 -1.754
C -1.776 -1.616 6.744
H -0.700 -3.530 -5.185
H 2.973 4.607 -3.744
C 4.749 1.120 2.566
*
```

For the orbital gap (spin up / spin down), the calculation gives 3.0 / 2.4 eV. For the HOMO energy (spin up / spin down), the calculation gives -14.65 / -14.58 eV.

4.
Formula: C28H36F3N4PdSb
Source: the Open Molecules 2025 dataset
Level of theory: ωB97M-V/def2-TZVPD

The geometry in ORCA input format:
```
! RIJCOSX wB97M-V def2-TZVPD def2/J DEFGRID3
* xyz 2 1
H -0.054 0.512 3.125
C -2.135 -2.680 1.897
C -2.925 1.876 2.305
C 0.490 3.569 -2.544
F 7.386 0.544 1.709
H -1.685 -3.429 1.244
C 4.302 -0.785 0.433
C 1.380 -3.957 -1.226
C 5.647 -0.691 0.760
C -3.102 -2.046 -0.304
F 1.698 4.664 -4.215
H 3.631 3.044 -3.718
H 1.336 -2.869 0.602
H -2.199 1.422 4.283
H -1.116 2.417 3.320
C -3.730 1.206 -0.848
C 1.376 -2.790 -0.479
C 3.912 1.393 1.413
H 3.944 -1.672 -0.074
H -2.588 -0.791 3.635
C 2.748 2.889 -3.114
C -1.501 -0.870 3.569
F 1.445 -4.973 -3.330
H -2.222 1.373 -2.371
C 0.449 2.569 -1.585
C 2.689 1.896 -2.150
N -2.316 2.099 0.990
C 1.644 3.705 -3.295
H 1.340 -4.935 -0.765
Sb 1.444 0.214 0.088
C -1.973 -1.733 -1.259
H -0.797 -0.160 -1.775
H -0.179 -1.916 2.266
N -1.639 -0.280 -1.213
C -2.712 0.579 -1.808
H -1.644 2.853 1.094
Pd -1.127 0.108 0.762
H -4.018 -1.542 -0.605
C 3.439 0.259 0.754
H -4.109 0.473 -0.134
H -4.587 1.506 -1.454
H -3.534 -1.240 1.530
H 1.592 -0.521 -2.995
C -1.074 -2.146 2.848
H -3.312 -3.117 -0.328
H 3.554 1.260 -1.995
H -0.432 2.466 -0.960
H 3.248 2.211 1.667
H 5.653 2.362 2.246
H -3.243 -0.042 -2.533
C 5.253 1.494 1.740
H -2.675 3.070 -0.813
H -1.073 -2.280 -0.977
H 1.576 -2.610 -4.335
C 1.446 -3.856 -2.607
N -2.715 -1.598 1.053
N -1.023 0.361 2.868
H -0.790 -2.922 3.560
C -1.801 1.569 3.278
C -3.227 2.441 -0.113
H -3.486 2.747 2.657
C 1.525 -1.478 -2.492
C 1.443 -1.541 -1.101
H -2.236 -2.021 -2.281
H -3.629 1.043 2.243
H 6.345 -1.481 0.521
C 6.095 0.448 1.402
C 1.515 -2.638 -3.256
H -0.334 4.250 -2.711
C 1.532 1.716 -1.390
H -4.069 3.038 0.250
H -2.939 -3.174 2.448
H -1.122 -0.862 4.592
*
```

For the orbital gap, the calculation gives 6.9 eV. For the HOMO energy, the calculation gives -13.91 eV. Its energy above the lowest of the compared OMol25 structures with the same formula, charge and spin is 9.12 kcal per mole.

5.
Formula: C2H7FN3O2
Source: the Open Molecules 2025 dataset
Level of theory: ωB97M-V/def2-TZVPD

The geometry in ORCA input format:
```
! RIJCOSX wB97M-V def2-TZVPD def2/J DEFGRID3
* xyz -1 1
H -0.138 -1.897 -1.811
C -0.023 0.891 -0.018
H 0.987 1.372 0.245
O -1.149 2.453 1.237
H 0.726 -0.456 -2.154
N 1.407 -1.038 0.342
F -2.681 0.691 -0.526
H 1.504 -2.045 0.266
O -0.503 0.656 2.255
H -0.723 -1.110 0.343
N -0.034 -0.910 -1.610
H -0.409 1.416 -0.951
N -0.529 1.387 1.266
H 1.467 -0.790 1.329
C 0.100 -0.620 -0.212
*
```

For the orbital gap, the calculation gives 7.3 eV. For the HOMO energy, the calculation gives -3.54 eV. Its energy above the lowest of the compared OMol25 structures with the same formula, charge and spin is 16.99 kcal per mole.

Number 1: energy -3216.376231 hartree. Number 2: energy -931.480658 hartree. Number 3: energy -2939.448979 hartree. Number 4: energy -1974.780693 hartree. Number 5: energy -494.924240 hartree.